(1)
Entry from OMol25: a molecular structure, C3H3CsLiO2 in a non-equilibrium geometry (ωB97M-V/def2-TZVPD).

The geometry in XYZ format:
```
10
Properties=species:S:1:pos:R:3:forces:R:3:nbo_charge:R:1
O -0.409927 -0.074287 -0.121249 2.323 1.127 -0.298 -1.0518
C -1.461713 -0.799396 -0.369500 -1.621 -0.963 0.657 0.1813
C -1.724577 -2.037157 0.115276 0.034 0.636 -0.045 -0.5864
Li 1.141728 0.602502 -0.451766 -1.250 -0.732 -0.064 0.9373
H -2.264171 -0.285785 -0.935048 0.327 -0.274 0.057 0.1291
H -2.719223 -2.467339 -0.010908 0.435 0.042 -0.196 0.2039
H -1.007941 -2.562682 0.753015 -0.200 0.174 -0.240 0.1827
O 2.683920 2.334884 -0.466155 -0.684 -0.014 0.391 -0.6271
C 3.597586 2.071949 -1.072024 0.796 -0.093 -0.571 0.6353
Cs 2.164318 3.217312 2.558362 -0.160 0.096 0.310 0.9956
```
Positions in Å, forces in eV/Å.

Summary:
Charge: +1
E_LUMO: -4.392 eV
Gap between HOMO and LUMO: 0.18129 hartree
ΔE to the lowest compared entry with this formula, charge and spin: 6.72 kcal per mole
Calculated total energy: -294.02213 Ha

***

(2)
Entry from OMol25: a molecular structure, C4H5NO2S in a non-equilibrium geometry (ωB97M-V/def2-TZVPD).

The geometry in XYZ format:
```
13
Properties=species:S:1:pos:R:3:forces:R:3:nbo_charge:R:1
C -0.644135 -1.211957 0.334457 -1.079 0.091 -0.189 -0.2788
C -2.076869 -1.348555 0.151843 1.298 -1.849 2.194 0.0301
C -0.223205 0.005662 -0.059224 0.023 0.443 -0.101 -0.3114
C 1.124907 0.583485 -0.051815 1.251 -0.433 -3.651 0.6312
N -2.704563 -0.334848 -0.307449 0.172 1.538 -0.930 -0.5420
O 1.384447 1.884456 0.064523 0.128 2.005 1.147 -0.7350
O 2.084311 -0.013356 0.666562 1.398 1.002 0.543 -0.6729
S -1.558597 0.868604 -0.664781 -1.178 -0.065 0.036 0.5917
H -0.003270 -1.930667 0.749326 0.619 -0.949 0.487 0.2345
H -2.594878 -2.228344 0.641482 0.275 1.061 -1.147 0.2082
H 1.441055 0.381005 -1.922671 -0.407 0.055 2.659 -0.1851
H 0.984302 2.604065 -0.425501 -0.629 -0.660 -0.578 0.5189
H 2.786497 0.740444 0.823253 -1.870 -2.240 -0.469 0.5107
```
Positions in Å, forces in eV/Å.

Summary:
E_LUMO (spin up / spin down): -0.249 / -0.248 eV
Gap between HOMO and LUMO (spin up / spin down): 0.29733 / 0.29738 hartree
ΔE to the lowest compared entry with this formula, charge and spin: 108.48 kcal per mole
Calculated total energy: -758.70724 Ha

***

(3)
Entry from OMol25: a single C4H4N2O molecule in a non-equilibrium geometry (ωB97M-V/def2-TZVPD).

The geometry in XYZ format:
```
11
Properties=species:S:1:pos:R:3:forces:R:3:nbo_charge:R:1
C 0.598375 -0.209535 -0.099645 0.539 -0.478 0.781 0.2684
C -0.629745 0.616335 -0.030095 0.325 0.280 0.502 0.1338
C 1.061595 -0.854535 0.970885 -0.120 0.287 -0.299 -0.4639
O 1.136175 -0.266045 -1.340205 -0.138 0.071 -0.367 -0.6638
N -0.799865 1.452365 0.905205 0.308 0.011 0.138 -0.5065
C -1.612185 0.327075 -1.035325 -0.484 0.129 -0.244 0.2089
N -2.470985 0.095105 -1.756155 -0.211 -0.087 -0.326 -0.2517
H 1.885705 -0.873355 -1.350945 -0.089 0.035 0.045 0.4906
H -1.689785 1.946305 0.894125 -0.108 -0.231 -0.269 0.3560
H 0.588425 -0.746245 1.928025 -0.183 0.062 0.110 0.2275
H 1.932285 -1.487465 0.914135 0.161 -0.078 -0.071 0.2008
```
Positions in Å, forces in eV/Å.

Summary:
E_LUMO: -0.258 eV
Gap between HOMO and LUMO: 0.34740 hartree
ΔE to the lowest compared entry with this formula, charge and spin: 40.40 kcal per mole
Calculated total energy: -339.51728 Ha